1.
{
  "formula": "C49H49BrF4IrN3OPSSi",
  "method": "ωB97M-V/def2-TZVPD",
  "gap_ha": [0.296, 0.233],
  "total_charge": 2,
  "e_lumo_ev": [-4.90, -7.19],
  "max_force_ha_per_bohr": 0.0111,
  "multiplicity": 6,
  "s2": 8.77,
  "symbols": ["Ir", "F", "C", "C", "F", "C", "F", "C", "P", "C", "C", "C", "C", "C", "C", "C", "C", "C", "C", "C", "C", "C", "Br", "C", "F", "H", "H", "H", "H", "H", "H", "H", "H", "H", "H", "C", "C", "N", "C", "C", "C", "S", "N", "C", "O", "C", "C", "C", "C", "C", "C", "H", "H", "H", "H", "H", "H", "H", "H", "H", "H", "H", "H", "H", "H", "H", "C", "Si", "C", "N", "C", "C", "C", "C", "C", "C", "C", "C", "C", "C", "C", "C", "C", "C", "C", "C", "C", "H", "H", "H", "H", "H", "H", "H", "H", "H", "H", "H", "H", "H", "H", "H", "H", "H", "H", "H", "H", "H", "H", "H", "H"],
  "positions_angstrom": [[0.471, 0.542, -0.050], [-4.251, 6.455, -0.880], [-3.486, 5.493, -0.424], [-3.352, 5.303, 0.935], [-3.998, 6.082, 1.778], [-2.538, 4.298, 1.405], [-2.444, 4.175, 2.726], [-1.840, 3.450, 0.548], [-0.731, 2.196, 1.263], [-1.787, 1.306, 2.425], [-3.117, 1.058, 2.088], [-3.926, 0.336, 2.953], [-3.407, -0.154, 4.146], [-2.073, 0.059, 4.465], [-1.257, 0.779, 3.603], [0.484, 3.200, 2.156], [0.355, 3.580, 3.490], [1.318, 4.397, 4.068], [2.401, 4.843, 3.322], [2.531, 4.470, 1.989], [1.578, 3.648, 1.412], [-2.002, 3.655, -0.818], [-1.135, 2.589, -2.105], [-2.812, 4.665, -1.299], [-2.966, 4.864, -2.600], [-3.532, 1.455, 1.165], [-4.967, 0.167, 2.703], [-4.045, -0.706, 4.828], [-1.665, -0.335, 5.389], [-0.214, 0.940, 3.855], [-0.489, 3.252, 4.080], [1.213, 4.695, 5.105], [3.144, 5.486, 3.779], [3.376, 4.817, 1.405], [1.680, 3.362, 0.369], [4.145, 1.000, 4.373], [4.244, -0.350, 3.667], [2.954, -1.072, 3.664], [2.720, -1.985, 4.807], [3.171, -3.404, 4.498], [2.029, -0.926, 2.729], [2.409, 0.181, 1.419], [0.916, -1.657, 2.875], [-0.111, -1.739, 2.064], [-0.310, -1.091, 0.970], [-1.193, -2.697, 2.417], [-1.012, -3.651, 3.415], [-2.026, -4.553, 3.702], [-3.222, -4.507, 2.997], [-3.412, -3.550, 2.008], [-2.400, -2.651, 1.717], [5.092, 1.537, 4.286], [3.923, 0.873, 5.436], [3.359, 1.611, 3.923], [4.958, -0.995, 4.172], [4.591, -0.224, 2.646], [1.668, -1.963, 5.057], [3.279, -1.580, 5.648], [2.586, -3.821, 3.676], [3.034, -4.034, 5.379], [4.228, -3.434, 4.226], [-0.075, -3.684, 3.957], [-1.880, -5.296, 4.476], [-4.009, -5.218, 3.221], [-4.351, -3.504, 1.469], [-2.547, -1.876, 0.972], [1.586, 0.294, -1.865], [1.134, -0.243, -3.591], [-0.257, -1.707, -3.593], [-1.110, -1.783, -2.482], [-1.093, -2.941, -1.592], [-2.109, -3.976, -2.155], [-3.282, -3.263, -2.861], [-3.552, -1.897, -2.222], [-2.327, -0.974, -2.406], [2.538, -1.104, -4.407], [3.048, -2.301, -3.894], [4.120, -2.934, -4.505], [4.700, -2.370, -5.637], [4.207, -1.179, -6.155], [3.129, -0.547, -5.545], [0.519, 1.136, -4.672], [1.249, 2.336, -4.659], [0.931, 3.384, -5.514], [-0.126, 3.255, -6.402], [-0.851, 2.070, -6.449], [-0.528, 1.019, -5.596], [2.043, 1.296, -1.939], [2.361, -0.386, -1.495], [0.317, -2.628, -3.710], [-0.820, -1.476, -4.502], [-1.407, -2.613, -0.603], [-0.087, -3.346, -1.525], [-2.464, -4.569, -1.310], [-1.606, -4.653, -2.848], [-4.177, -3.882, -2.814], [-3.052, -3.125, -3.922], [-3.760, -2.027, -1.157], [-4.421, -1.414, -2.665], [-2.248, -0.300, -1.552], [-2.394, -0.357, -3.300], [2.611, -2.752, -3.002], [4.505, -3.864, -4.101], [5.538, -2.864, -6.118], [4.658, -0.740, -7.039], [2.745, 0.378, -5.965], [2.093, 2.455, -3.979], [1.512, 4.299, -5.485], [-0.381, 4.074, -7.065], [-1.660, 1.953, -7.160], [-1.107, 0.105, -5.681]]
}


2.
{
  "formula": "C49H49Cl5N3O4PSb2Y",
  "method": "ωB97M-V/def2-TZVPD",
  "de_lowest_kcal_mol": 14.7,
  "gap_ha": [0.143, 0.264],
  "e_lumo_ev": [0.06, 0.06],
  "max_force_ha_per_bohr": 0.0407,
  "multiplicity": 2,
  "s2": 0.77,
  "symbols": ["Y", "C", "Sb", "C", "C", "C", "C", "C", "C", "C", "C", "C", "Sb", "C", "C", "H", "H", "H", "H", "H", "H", "H", "H", "H", "H", "H", "H", "H", "H", "H", "H", "H", "H", "H", "H", "Cl", "C", "C", "C", "C", "C", "C", "P", "C", "C", "C", "C", "C", "C", "C", "C", "C", "C", "C", "C", "H", "H", "H", "H", "H", "H", "H", "H", "H", "H", "H", "H", "H", "H", "C", "C", "O", "N", "C", "C", "C", "C", "C", "C", "N", "H", "H", "H", "H", "H", "H", "H", "H", "H", "H", "Cl", "C", "C", "Cl", "C", "Cl", "C", "O", "C", "O", "C", "Cl", "O", "N", "C", "C", "C", "C", "C", "H", "H", "H", "H", "H"],
  "positions_angstrom": [[-0.175, 0.144, -0.857], [-0.809, -0.225, 3.954], [-1.244, 0.808, 2.098], [-3.382, 0.841, 2.530], [-0.868, 2.723, 3.152], [0.567, 2.942, 3.490], [1.063, 2.439, 4.695], [2.392, 2.573, 5.054], [3.264, 3.227, 4.198], [2.782, 3.760, 3.017], [1.438, 3.652, 2.648], [0.990, 4.291, 1.381], [0.957, 2.866, -0.283], [3.110, 2.889, -0.419], [0.761, 4.434, -1.758], [-1.427, 0.215, 4.736], [0.242, -0.084, 4.199], [-1.026, -1.286, 3.888], [-3.586, 1.501, 3.373], [-3.702, -0.170, 2.786], [-3.940, 1.184, 1.658], [-1.470, 2.618, 4.054], [-1.275, 3.532, 2.549], [0.375, 1.950, 5.376], [2.737, 2.185, 6.004], [4.308, 3.338, 4.462], [3.452, 4.300, 2.358], [1.687, 5.070, 1.077], [-0.004, 4.735, 1.460], [3.419, 3.928, -0.540], [3.433, 2.303, -1.278], [3.544, 2.471, 0.487], [0.996, 5.391, -1.295], [-0.253, 4.454, -2.158], [1.456, 4.242, -2.575], [-0.604, -1.239, -3.358], [-0.578, -2.976, -3.302], [-0.604, -3.690, -4.488], [-0.553, -5.073, -4.446], [-0.460, -5.729, -3.225], [-0.417, -5.003, -2.050], [-0.495, -3.608, -2.064], [-0.300, -2.638, -0.522], [1.293, -3.368, 0.010], [1.468, -4.222, 1.093], [2.728, -4.728, 1.376], [3.811, -4.397, 0.577], [3.637, -3.557, -0.515], [2.385, -3.040, -0.795], [-1.506, -3.420, 0.597], [-2.535, -4.271, 0.204], [-3.460, -4.727, 1.133], [-3.385, -4.321, 2.457], [-2.371, -3.459, 2.854], [-1.443, -3.011, 1.931], [-0.650, -3.166, -5.433], [-0.565, -5.636, -5.369], [-0.405, -6.810, -3.195], [-0.308, -5.508, -1.098], [0.629, -4.494, 1.720], [2.863, -5.385, 2.226], [4.794, -4.788, 0.806], [4.480, -3.293, -1.139], [2.248, -2.363, -1.633], [-2.610, -4.590, -0.828], [-4.247, -5.402, 0.822], [-4.112, -4.672, 3.177], [-2.313, -3.149, 3.890], [-0.632, -2.352, 2.222], [-4.578, -1.525, -0.490], [-3.638, -0.567, -1.168], [-2.441, -0.529, -0.844], [-4.216, 0.218, -2.085], [-3.602, 1.345, -2.770], [-3.596, 2.616, -1.949], [-4.013, 3.817, -2.508], [-3.959, 4.971, -1.746], [-3.499, 4.885, -0.442], [-3.117, 3.642, 0.032], [-3.155, 2.526, -0.694], [-4.061, -2.452, -0.272], [-5.460, -1.726, -1.094], [-4.887, -1.087, 0.462], [-5.207, 0.109, -2.213], [-4.130, 1.504, -3.708], [-2.566, 1.108, -2.992], [-4.364, 3.849, -3.531], [-4.276, 5.920, -2.160], [-3.447, 5.757, 0.195], [-2.783, 3.522, 1.056], [4.164, 1.915, -6.007], [2.762, 1.786, -5.011], [1.591, 2.443, -5.358], [1.510, 3.378, -6.804], [0.473, 2.339, -4.525], [-1.005, 3.139, -4.933], [0.506, 1.605, -3.345], [-0.514, 1.517, -2.505], [1.695, 0.904, -3.008], [1.685, 0.187, -1.900], [2.800, 1.019, -3.842], [4.235, 0.163, -3.391], [1.277, -0.257, 1.019], [2.553, -0.548, 1.398], [3.646, -0.325, 0.594], [4.910, -0.560, 1.050], [5.129, -1.057, 2.355], [3.996, -1.286, 3.154], [2.741, -1.032, 2.677], [3.442, 0.034, -0.396], [5.738, -0.363, 0.382], [6.126, -1.231, 2.733], [4.098, -1.654, 4.166], [1.845, -1.173, 3.263]]
}


3.
{
  "formula": "C49H50N9O19",
  "method": "ωB97M-V/def2-TZVPD",
  "de_lowest_kcal_mol": 42.8,
  "gap_ha": 0.271,
  "total_charge": -1,
  "e_lumo_ev": 0.43,
  "max_force_ha_per_bohr": 0.2173,
  "symbols": ["C", "O", "O", "O", "H", "C", "C", "C", "C", "C", "C", "N", "O", "O", "H", "H", "H", "H", "H", "C", "C", "C", "C", "C", "C", "N", "O", "O", "H", "H", "H", "H", "H", "C", "C", "C", "C", "C", "C", "N", "O", "O", "H", "H", "H", "H", "H", "C", "C", "C", "C", "C", "C", "N", "O", "O", "H", "H", "H", "H", "H", "C", "C", "C", "C", "C", "C", "N", "O", "O", "H", "H", "H", "H", "H", "C", "C", "C", "C", "C", "C", "N", "O", "O", "H", "H", "H", "H", "H", "C", "C", "C", "C", "C", "C", "N", "O", "O", "H", "H", "H", "H", "H", "C", "O", "N", "C", "C", "H", "H", "H", "H", "H", "H", "H", "C", "O", "N", "C", "C", "H", "H", "H", "H", "H", "H", "H"],
  "positions_angstrom": [[-0.075, -0.736, -0.198], [-0.309, -0.876, -1.444], [1.114, -0.104, 0.203], [-0.979, -0.863, 0.686], [1.444, -0.224, -0.804], [1.010, -5.597, -1.652], [0.322, -4.284, -1.629], [-0.078, -3.653, -2.934], [0.175, -4.433, -4.281], [0.580, -5.938, -4.097], [0.997, -6.427, -2.771], [-0.168, -3.951, -5.603], [-0.645, -4.637, -6.433], [-0.001, -2.717, -5.873], [1.543, -6.019, -0.825], [0.325, -3.735, -0.596], [-0.135, -2.596, -2.757], [0.527, -6.708, -4.939], [1.392, -7.458, -2.802], [2.277, -2.548, 2.098], [3.462, -2.944, 2.913], [3.253, -3.674, 4.382], [1.872, -4.181, 4.730], [0.586, -3.754, 3.720], [1.011, -2.895, 2.476], [1.734, -5.140, 5.857], [2.719, -5.065, 6.702], [0.813, -5.802, 5.903], [2.774, -1.955, 1.227], [4.247, -2.384, 2.663], [4.087, -3.841, 5.086], [-0.364, -4.245, 3.995], [0.036, -2.587, 1.914], [-0.982, 3.824, -0.335], [-1.172, 5.370, -0.323], [0.092, 6.207, -0.037], [1.295, 5.370, 0.431], [1.303, 3.869, 0.723], [0.141, 3.181, 0.190], [2.686, 6.044, 0.891], [3.350, 5.539, 1.763], [2.973, 7.119, 0.330], [-1.887, 3.146, -0.646], [-2.226, 5.693, -0.502], [0.066, 7.261, 0.063], [2.245, 3.392, 1.063], [-0.025, 2.144, 0.495], [-3.775, -4.675, 4.068], [-4.911, -4.114, 5.010], [-4.940, -2.652, 5.308], [-3.958, -1.718, 4.626], [-3.045, -2.335, 3.534], [-3.036, -3.793, 3.303], [-3.950, -0.238, 4.886], [-3.524, 0.496, 3.970], [-4.468, 0.085, 5.896], [-3.688, -5.729, 3.668], [-5.836, -4.988, 5.444], [-5.627, -2.286, 6.133], [-2.206, -1.670, 3.243], [-2.406, -4.293, 2.762], [-2.508, 1.473, -2.810], [-3.867, 0.991, -3.460], [-4.473, 1.925, -4.486], [-3.729, 3.260, -4.954], [-2.367, 3.430, -4.422], [-1.896, 2.631, -3.227], [-4.275, 4.218, -5.905], [-3.809, 5.365, -6.030], [-5.470, 3.983, -6.287], [-2.033, 0.990, -2.043], [-4.373, 0.090, -3.132], [-5.389, 1.797, -5.068], [-1.910, 4.363, -4.675], [-0.951, 2.979, -2.774], [4.754, 1.313, 1.029], [4.391, 1.379, -0.569], [4.881, 2.550, -1.301], [5.538, 3.788, -0.518], [5.777, 3.548, 1.055], [5.395, 2.345, 1.731], [5.874, 5.020, -1.155], [5.134, 5.381, -2.091], [6.950, 5.532, -0.904], [4.480, 0.320, 1.369], [4.071, 0.574, -1.036], [4.574, 2.502, -2.324], [6.344, 4.332, 1.509], [5.800, 2.210, 2.649], [2.185, 1.169, 3.729], [0.667, 0.778, 3.351], [-0.314, 1.905, 3.214], [0.042, 3.307, 3.795], [1.516, 3.598, 4.241], [2.469, 2.507, 4.181], [-0.979, 4.412, 3.703], [-2.197, 4.010, 3.672], [-0.646, 5.553, 3.868], [2.999, 0.511, 3.942], [0.290, -0.310, 2.996], [-1.391, 1.567, 2.962], [1.931, 4.491, 4.298], [3.436, 2.648, 4.533], [1.578, 1.327, -3.392], [1.630, 2.513, -3.383], [2.398, 0.488, -4.088], [1.963, -0.899, -4.296], [3.598, 1.052, -4.897], [0.830, 0.721, -2.837], [1.232, -1.288, -3.643], [2.717, -1.663, -4.463], [1.403, -0.868, -5.278], [3.559, 0.398, -5.840], [4.494, 1.178, -4.479], [3.490, 2.102, -5.299], [-3.212, -3.022, -1.610], [-3.268, -3.753, -2.581], [-4.304, -2.382, -1.153], [-4.113, -1.298, -0.162], [-5.638, -2.747, -1.584], [-2.330, -2.866, -0.943], [-3.855, -1.768, 1.046], [-5.099, -1.042, 0.446], [-3.638, -0.459, -0.364], [-6.167, -2.767, -0.769], [-6.001, -3.657, -1.949], [-6.193, -1.964, -1.991]]
}


4.
{
  "formula": "C49H51AsBiN4O3S",
  "method": "ωB97M-V/def2-TZVPD",
  "de_lowest_kcal_mol": 0.0,
  "gap_ha": [0.137, 0.135],
  "total_charge": 1,
  "e_lumo_ev": [-2.87, -2.87],
  "max_force_ha_per_bohr": 0.0778,
  "symbols": ["Bi", "O", "S", "O", "N", "C", "C", "C", "C", "C", "C", "C", "C", "N", "C", "C", "C", "C", "C", "C", "C", "H", "H", "H", "H", "H", "H", "H", "H", "H", "H", "H", "C", "C", "N", "C", "C", "N", "C", "C", "H", "H", "H", "H", "H", "H", "H", "H", "H", "H", "H", "H", "H", "C", "C", "C", "C", "C", "C", "C", "C", "C", "C", "H", "H", "H", "H", "H", "H", "H", "H", "H", "H", "H", "H", "O", "As", "C", "C", "C", "C", "C", "C", "C", "C", "C", "C", "C", "C", "C", "C", "C", "C", "C", "C", "H", "H", "H", "H", "H", "H", "H", "H", "H", "H", "H", "H", "H", "H", "H"],
  "positions_angstrom": [[-5.872, -10.581, 20.269], [-7.786, -11.379, 19.303], [-8.847, -10.548, 20.090], [-11.249, -6.256, 21.635], [-7.785, -10.151, 21.325], [-7.906, -9.406, 22.484], [-9.173, -9.052, 23.049], [-9.247, -8.633, 24.372], [-8.065, -8.527, 25.131], [-6.789, -8.725, 24.571], [-5.597, -8.580, 25.333], [-4.385, -8.642, 24.691], [-4.385, -9.019, 23.365], [-5.463, -9.312, 22.641], [-6.685, -9.102, 23.193], [-9.866, -11.792, 20.808], [-9.383, -12.657, 21.782], [-10.257, -13.635, 22.273], [-11.532, -13.844, 21.746], [-11.978, -12.964, 20.765], [-11.192, -11.906, 20.323], [-9.995, -9.042, 22.394], [-10.190, -8.264, 24.768], [-8.120, -8.094, 26.141], [-5.698, -8.458, 26.463], [-3.434, -8.392, 25.174], [-3.438, -9.244, 22.848], [-8.414, -12.525, 22.297], [-9.867, -14.274, 23.106], [-12.139, -14.725, 22.039], [-12.958, -13.131, 20.283], [-11.553, -11.153, 19.631], [-1.230, -11.246, 17.051], [-2.325, -11.910, 17.920], [-3.679, -11.201, 17.840], [-4.172, -11.358, 16.397], [-3.063, -10.849, 15.422], [-1.850, -10.183, 16.098], [-2.416, -9.137, 17.009], [-3.351, -9.722, 18.033], [-0.693, -12.039, 16.546], [-0.481, -10.770, 17.684], [-1.982, -11.987, 18.988], [-2.508, -12.953, 17.562], [-5.055, -10.741, 16.271], [-4.488, -12.408, 16.203], [-3.511, -10.156, 14.682], [-2.656, -11.743, 14.887], [-1.205, -9.813, 15.384], [-2.972, -8.445, 16.398], [-1.658, -8.564, 17.493], [-4.314, -9.167, 18.080], [-2.880, -9.557, 19.075], [-4.090, -14.044, 20.729], [-5.564, -13.884, 21.205], [-6.439, -14.366, 20.076], [-5.750, -12.449, 21.538], [-5.806, -14.777, 22.426], [-7.073, -15.373, 22.663], [-7.270, -16.321, 23.632], [-6.242, -16.617, 24.563], [-5.013, -16.046, 24.373], [-4.803, -15.114, 23.388], [-4.035, -13.889, 19.624], [-3.670, -15.043, 21.003], [-3.443, -13.276, 21.179], [-6.086, -14.025, 19.087], [-7.487, -14.059, 20.123], [-6.406, -15.485, 19.937], [-6.167, -12.094, 22.488], [-7.846, -15.117, 21.944], [-8.214, -16.795, 23.680], [-6.405, -17.386, 25.337], [-4.143, -16.303, 24.997], [-3.859, -14.513, 23.414], [-6.584, -8.128, 19.213], [-6.618, -6.455, 19.139], [-5.054, -5.636, 20.034], [-3.750, -5.786, 19.541], [-2.652, -5.267, 20.263], [-2.856, -4.641, 21.527], [-4.153, -4.517, 21.984], [-5.238, -4.974, 21.277], [-6.744, -5.734, 17.293], [-7.991, -5.411, 16.727], [-8.090, -4.798, 15.471], [-6.963, -4.391, 14.785], [-5.713, -4.603, 15.382], [-5.605, -5.434, 16.496], [-8.172, -5.534, 19.849], [-9.314, -6.195, 20.278], [-10.225, -5.530, 21.092], [-10.052, -4.183, 21.523], [-9.048, -3.490, 20.851], [-8.151, -4.124, 19.987], [-3.599, -6.390, 18.599], [-1.687, -5.341, 19.772], [-2.011, -4.302, 22.131], [-4.297, -3.984, 22.950], [-6.236, -4.795, 21.686], [-8.932, -5.597, 17.261], [-9.052, -4.709, 14.993], [-7.049, -3.838, 13.854], [-4.827, -4.266, 14.840], [-4.593, -5.684, 16.841], [-9.499, -7.256, 20.074], [-11.973, -5.716, 22.007], [-10.786, -3.716, 22.121], [-8.867, -2.391, 21.040], [-7.374, -3.499, 19.525]]
}